No. 1
{
  "formula": "C39H101N3O13",
  "method": "ωB97M-V/def2-TZVPD",
  "elements": ["C", "C", "C", "O", "H", "H", "H", "H", "H", "H", "H", "H", "C", "C", "C", "O", "H", "H", "H", "H", "H", "H", "H", "H", "C", "C", "C", "O", "H", "H", "H", "H", "H", "H", "H", "H", "C", "C", "C", "O", "H", "H", "H", "H", "H", "H", "H", "H", "C", "C", "C", "O", "H", "H", "H", "H", "H", "H", "H", "H", "C", "C", "C", "O", "H", "H", "H", "H", "H", "H", "H", "H", "C", "C", "C", "O", "H", "H", "H", "H", "H", "H", "H", "H", "C", "O", "C", "C", "N", "C", "C", "O", "C", "H", "H", "H", "H", "H", "H", "H", "H", "H", "H", "H", "H", "H", "H", "H", "C", "O", "C", "C", "N", "C", "C", "O", "C", "H", "H", "H", "H", "H", "H", "H", "H", "H", "H", "H", "H", "H", "H", "H", "C", "O", "C", "C", "N", "C", "C", "O", "C", "H", "H", "H", "H", "H", "H", "H", "H", "H", "H", "H", "H", "H", "H", "H"],
  "xyz": [[-1.0160, 2.8120, 2.5167], [-0.8620, 4.3105, 2.6582], [-2.1762, 4.9186, 3.1353], [0.1985, 4.4861, 3.6236], [-1.5049, 2.4546, 3.4075], [-0.0330, 2.2810, 2.3919], [-1.7355, 2.5937, 1.7387], [-0.5277, 4.7233, 1.6981], [-2.1632, 6.0318, 3.1400], [-2.3320, 4.4994, 4.1097], [-2.9251, 4.7743, 2.3795], [0.2684, 5.4085, 3.9034], [-3.1501, -2.7797, 4.1353], [-1.9121, -1.9177, 4.3474], [-0.6178, -2.6604, 4.1585], [-1.8805, -0.9006, 3.3317], [-3.0770, -3.2074, 3.1287], [-4.0934, -2.1994, 4.1348], [-3.1384, -3.5293, 4.8517], [-1.9126, -1.4850, 5.3760], [0.2499, -2.0009, 4.1847], [-0.6365, -3.0890, 3.1724], [-0.5263, -3.4569, 4.9427], [-2.7271, -0.4676, 3.3323], [2.7512, -3.0766, -1.5154], [4.0242, -3.4143, -0.8518], [4.5511, -4.7864, -1.1481], [4.9926, -2.5035, -1.3954], [2.9096, -3.2457, -2.5933], [2.5461, -2.0085, -1.3795], [1.8840, -3.6663, -1.1936], [3.9487, -3.2915, 0.2247], [5.4238, -4.9685, -0.5600], [4.7957, -4.9392, -2.1866], [3.7440, -5.5041, -0.9458], [4.5253, -1.6361, -1.2552], [-0.9321, 4.1477, -1.3610], [-1.4404, 5.5598, -1.6703], [-2.9018, 5.8638, -1.3379], [-0.5515, 6.4207, -0.9373], [-1.5904, 3.3992, -1.7980], [-0.9639, 4.0484, -0.2654], [0.0888, 4.0189, -1.7256], [-1.2795, 5.8025, -2.7193], [-3.0382, 5.7237, -0.2610], [-3.6117, 5.3698, -1.9513], [-3.0517, 6.8848, -1.5818], [-0.5640, 7.3686, -1.2205], [-1.1704, 0.3987, -5.1998], [-0.0521, -0.2344, -4.4619], [-0.5283, -1.5711, -3.8523], [1.0860, -0.5697, -5.3495], [-0.8607, 1.3954, -5.5766], [-2.0190, 0.6132, -4.5907], [-1.5379, -0.1633, -6.0845], [0.4203, 0.3462, -3.6501], [-0.8550, -2.2255, -4.6756], [-1.3153, -1.4605, -3.0924], [0.3365, -2.0393, -3.3559], [1.1597, 0.1101, -6.0115], [-0.9046, 0.1208, -0.5127], [-0.0991, -1.0177, 0.0909], [1.1245, -0.4870, 0.9614], [-0.9548, -1.8492, 0.8089], [-1.4904, 0.6513, 0.2523], [-1.6029, -0.2407, -1.2589], [-0.2842, 0.8474, -1.0296], [0.3543, -1.5614, -0.7160], [1.8721, -1.3187, 1.1528], [0.7426, 0.0245, 1.8207], [1.6310, 0.2849, 0.4864], [-1.1268, -1.4882, 1.6742], [-4.4479, 2.4284, -2.5107], [-4.9805, 1.1160, -2.9727], [-5.7991, 1.2594, -4.2933], [-3.8522, 0.3110, -3.1747], [-5.0870, 2.9627, -1.8327], [-4.2679, 3.0720, -3.4087], [-3.5588, 2.2713, -1.9268], [-5.6434, 0.6873, -2.2106], [-6.6528, 2.0019, -4.1865], [-6.1763, 0.2683, -4.5908], [-5.1462, 1.7024, -5.0473], [-4.1092, -0.6399, -3.2426], [-5.7595, -1.4141, -7.5377], [-5.4100, -2.2796, -6.4184], [-3.9927, -2.2834, -6.0124], [-3.8272, -3.0783, -4.7652], [-4.5428, -2.5121, -3.6468], [-4.6025, -3.3335, -2.3823], [-3.2014, -3.2923, -1.7561], [-2.3516, -4.0915, -2.5452], [-1.0786, -4.3178, -1.8690], [-5.4032, -0.3959, -7.4431], [-6.8771, -1.3327, -7.5359], [-5.4494, -1.8819, -8.4908], [-3.6940, -1.1998, -5.8858], [-3.4717, -2.8315, -6.8168], [-2.7591, -3.0661, -4.5044], [-4.0210, -4.1833, -4.9842], [-5.4784, -2.4132, -3.9445], [-5.0299, -4.3020, -2.4326], [-5.3423, -2.8365, -1.7545], [-3.2817, -3.7065, -0.7274], [-2.8542, -2.2261, -1.6602], [-1.2260, -4.9604, -1.0031], [-0.7719, -3.3629, -1.4534], [-0.4195, -4.7651, -2.5935], [2.4049, -0.7000, 7.8047], [1.4912, -0.2825, 6.8167], [2.0960, 0.0586, 5.5963], [1.0829, 0.9252, 4.8486], [0.8578, 2.1871, 5.5741], [-0.3553, 2.1200, 6.3686], [-0.2192, 3.2778, 7.3911], [-1.4160, 3.6910, 7.9575], [-1.9508, 2.6902, 8.8081], [2.8790, -1.6650, 7.5171], [1.7457, -0.8840, 8.6798], [3.1428, 0.0135, 8.0926], [2.2887, -0.8455, 4.9497], [2.9708, 0.6635, 5.7242], [0.1679, 0.3143, 4.5915], [1.5233, 1.2031, 3.8713], [0.8144, 3.0095, 4.9586], [-0.4398, 1.1285, 6.7799], [-1.2740, 2.2812, 5.8213], [0.2456, 4.1772, 6.9536], [0.4758, 2.8692, 8.1676], [-2.2727, 1.8269, 8.2384], [-2.7784, 3.0669, 9.3612], [-1.1882, 2.4310, 9.5701], [2.9952, 0.6788, -1.9390], [4.0189, 0.1240, -1.1908], [5.0997, 1.0203, -1.2298], [6.4261, 0.3382, -1.0472], [6.8227, -0.2490, -2.3065], [8.1440, -0.8733, -2.2928], [8.3316, -1.9195, -1.2124], [8.7239, -1.3689, -0.0032], [8.5925, -2.1831, 1.0449], [2.4363, 1.4249, -1.3618], [2.3290, -0.1114, -2.2551], [3.2756, 1.1713, -2.8628], [4.8780, 1.7454, -0.4421], [5.1401, 1.5215, -2.1975], [6.5271, -0.3328, -0.1905], [7.1532, 1.1343, -0.7827], [6.1188, -0.9061, -2.5698], [8.9090, -0.0916, -2.2083], [8.2663, -1.3904, -3.2793], [9.0251, -2.6932, -1.6020], [7.3782, -2.4860, -1.1190], [8.9966, -1.6773, 1.9492], [9.1853, -3.0879, 0.9421], [7.5468, -2.4529, 1.2754]],
  "e_above_lowest_kcal_mol": 0.00,
  "lumo_energy_ha": 0.016,
  "total_energy_ha": -2688.6983,
  "smiles": "COCCNCCOC.COCCNCCOC.COCCNCCOC.CC(C)O.CC(C)O.CC(C)O.CC(C)O.CC(C)O.CC(C)O.CC(C)O",
  "homo_lumo_gap_ev": 8.80
}

=====

No. 2
{
  "formula": "C39H104N8O11",
  "method": "ωB97M-V/def2-TZVPD",
  "elements": ["C", "C", "C", "O", "H", "H", "H", "H", "H", "H", "H", "H", "C", "O", "C", "C", "N", "C", "C", "O", "C", "H", "H", "H", "H", "H", "H", "H", "H", "H", "H", "H", "H", "H", "H", "H", "C", "O", "C", "C", "N", "C", "C", "O", "C", "H", "H", "H", "H", "H", "H", "H", "H", "H", "H", "H", "H", "H", "H", "H", "C", "C", "C", "O", "C", "N", "H", "H", "H", "H", "H", "H", "H", "H", "H", "H", "H", "C", "C", "C", "O", "C", "N", "H", "H", "H", "H", "H", "H", "H", "H", "H", "H", "H", "C", "C", "C", "O", "C", "N", "H", "H", "H", "H", "H", "H", "H", "H", "H", "H", "H", "C", "C", "C", "O", "C", "N", "H", "H", "H", "H", "H", "H", "H", "H", "H", "H", "H", "C", "C", "C", "O", "C", "N", "H", "H", "H", "H", "H", "H", "H", "H", "H", "H", "H", "C", "C", "C", "O", "C", "N", "H", "H", "H", "H", "H", "H", "H", "H", "H", "H", "H"],
  "xyz": [[-9.2902, -5.9660, -3.4773], [-9.3684, -5.5959, -1.9773], [-10.7273, -5.0305, -1.5040], [-9.0878, -6.7516, -1.2247], [-9.2517, -5.0717, -4.0992], [-10.2010, -6.4942, -3.7595], [-8.4030, -6.5687, -3.6714], [-8.5595, -4.8695, -1.8986], [-11.0299, -4.1102, -2.0036], [-10.9323, -4.9780, -0.4347], [-11.3821, -5.8580, -1.7769], [-8.5966, -7.3832, -1.7552], [-4.0897, -3.3410, 6.4265], [-4.0161, -1.9518, 6.8040], [-3.6658, -1.6852, 8.1617], [-3.4820, -0.1949, 8.4342], [-2.2098, 0.3090, 7.9015], [-1.9529, 1.7440, 8.2650], [-0.4547, 2.0868, 8.0322], [-0.1151, 2.2652, 6.6726], [1.1414, 2.8800, 6.3539], [-3.0623, -3.7010, 6.4804], [-4.4337, -3.5592, 5.4155], [-4.6613, -3.9055, 7.1632], [-2.7723, -2.2449, 8.4384], [-4.4527, -2.0528, 8.8203], [-3.4804, -0.0574, 9.5154], [-4.3172, 0.3419, 7.9843], [-2.3646, 0.2577, 6.9047], [-2.1089, 1.8505, 9.3385], [-2.6381, 2.3173, 7.6404], [0.1108, 1.2540, 8.4502], [-0.1215, 3.0034, 8.5189], [1.9784, 2.3098, 6.7568], [1.0954, 3.8840, 6.7760], [1.3163, 2.9857, 5.2833], [7.2683, -11.8226, 1.2390], [7.1717, -10.3994, 1.2239], [8.2324, -9.8763, 1.9152], [8.2251, -8.3300, 2.0294], [7.2745, -7.9317, 3.0361], [7.0729, -6.5057, 3.0421], [5.8248, -6.2548, 3.9118], [5.3066, -4.9686, 3.5371], [4.1043, -4.6198, 4.1927], [7.0128, -12.2945, 2.1878], [8.2957, -12.1545, 1.0899], [6.7151, -12.2995, 0.4299], [9.2061, -10.1581, 1.5146], [8.2051, -10.3501, 2.8965], [7.9462, -7.8864, 1.0735], [9.1630, -7.9120, 2.3951], [6.3872, -8.4138, 3.0550], [6.9890, -6.1308, 2.0220], [7.9197, -6.0061, 3.5126], [6.1143, -6.4396, 4.9463], [5.0261, -6.9294, 3.6034], [3.8897, -3.6130, 3.8344], [4.2796, -4.5894, 5.2681], [3.2641, -5.2985, 4.0457], [-1.9435, 10.6267, -1.8871], [-0.7490, 11.2692, -1.2121], [-0.7359, 12.8226, -1.3349], [-0.3513, 13.1600, -2.6634], [-0.3280, 14.5698, -2.8242], [-0.8025, 10.7068, 0.1611], [-2.8813, 10.6557, -1.3323], [-1.7885, 9.5581, -2.0360], [-2.1956, 11.1196, -2.8260], [0.1624, 10.9037, -1.6853], [-0.1421, 13.2073, -0.5057], [-1.7213, 13.2509, -1.1514], [0.2891, 14.7628, -3.7017], [0.1579, 15.0194, -1.9582], [-1.3267, 14.9757, -2.9850], [-0.0010, 10.9819, 0.7106], [-0.8209, 9.6984, 0.1057], [-8.7337, 1.5386, 2.3162], [-7.4753, 1.3871, 1.3680], [-7.1805, 2.7535, 0.6225], [-8.1098, 2.9642, -0.4386], [-7.8742, 4.2627, -1.0012], [-6.3471, 1.1993, 2.2619], [-8.5541, 2.4349, 2.9098], [-8.9874, 0.7282, 2.9995], [-9.5713, 1.8153, 1.6759], [-7.6306, 0.5740, 0.6588], [-6.1824, 2.6530, 0.1961], [-7.1064, 3.6413, 1.2505], [-7.9697, 5.0948, -0.3036], [-8.7119, 4.4095, -1.6830], [-6.9521, 4.4229, -1.5599], [-5.5838, 0.8472, 1.7020], [-6.5532, 0.3936, 2.8350], [-4.1611, -0.0858, -6.3914], [-3.8350, 0.2992, -7.8147], [-2.3810, -0.0844, -8.2804], [-1.2609, 0.5103, -7.6975], [-1.2503, 1.9004, -7.9139], [-4.7268, -0.4663, -8.5932], [-3.5893, 0.5876, -5.7529], [-3.8044, -1.0915, -6.1693], [-5.1804, 0.1073, -6.0568], [-4.0280, 1.3561, -7.9984], [-2.3782, 0.0546, -9.3615], [-2.2899, -1.1693, -8.2277], [-1.2829, 2.2736, -8.9375], [-0.3804, 2.3855, -7.4710], [-2.1861, 2.2825, -7.5061], [-4.4404, -1.4163, -8.4047], [-4.3735, -0.3963, -9.5368], [8.8282, 6.8692, -5.1032], [9.9055, 7.0449, -4.0843], [9.6260, 6.4712, -2.6437], [8.7488, 7.3327, -1.9828], [8.8361, 7.1218, -0.5755], [11.0568, 6.3439, -4.6007], [7.9364, 7.3022, -4.6500], [8.6257, 5.8429, -5.4094], [8.9424, 7.4763, -6.0013], [10.1377, 8.1041, -3.9741], [10.5804, 6.4208, -2.1196], [9.1603, 5.4860, -2.6674], [9.8115, 7.4725, -0.2381], [8.7916, 6.0578, -0.3432], [8.0717, 7.7296, -0.0914], [11.4191, 6.7887, -5.4319], [11.7881, 6.2216, -3.9150], [0.5758, -8.7015, 0.5205], [1.8972, -9.1286, -0.1921], [2.4709, -8.0416, -1.0942], [1.7574, -8.0267, -2.3289], [2.2378, -7.1281, -3.2842], [2.7984, -9.5231, 0.8717], [-0.2121, -8.4516, -0.1900], [0.7640, -7.7991, 1.1023], [0.2010, -9.5101, 1.1480], [1.8165, -10.0779, -0.7215], [3.5099, -8.3137, -1.2801], [2.3241, -7.0407, -0.6882], [2.4689, -6.1733, -2.8120], [1.5586, -6.7756, -4.0604], [3.1499, -7.4719, -3.7721], [3.6697, -9.8604, 0.4881], [2.4557, -10.3463, 1.3461], [1.6574, 3.2554, -0.8521], [0.3281, 2.5729, -0.5776], [0.4179, 1.0978, -0.5502], [-0.8509, 0.4399, -0.3529], [-0.7661, -0.9854, -0.4251], [-0.2433, 3.1349, 0.6287], [2.5633, 2.8584, -0.3942], [1.5519, 4.3043, -0.5751], [1.7715, 3.1795, -1.9335], [-0.2450, 2.8534, -1.4613], [1.0855, 0.7125, 0.2206], [0.9242, 0.8346, -1.4789], [0.1837, -1.2906, 0.0140], [-0.8239, -1.2416, -1.4830], [-1.5586, -1.3762, 0.2131], [-1.0915, 2.6225, 0.8242], [0.3278, 2.9225, 1.4342]],
  "e_above_lowest_kcal_mol": 95.43,
  "lumo_energy_ha": 0.015,
  "total_energy_ha": -2813.6341,
  "smiles": "COC[C@H](C)N.COC[C@H](C)N.COC[C@H](C)N.COC[C@H](C)N.COC[C@H](C)N.COC[C@H](C)N.COCCNCCOC.COCCNCCOC.CC(C)O",
  "homo_lumo_gap_ev": 9.00
}

=====

E_HOMO? In order: -8.37; -8.59 eV.